Record 1
{
  "formula": "C16H41N3NaO5",
  "method": "ωB97M-V/def2-TZVPD",
  "orbital_gap_ev": 9.9458,
  "e_homo_ev": -12.05,
  "lumo_ha": -0.0773,
  "de_lowest_ev": 0.000,
  "total_energy_ha": -1336.796817,
  "charge": 1,
  "species": ["Na", "O", "O", "O", "O", "O", "N", "N", "N", "C", "C", "C", "C", "C", "C", "C", "C", "C", "C", "C", "C", "C", "C", "C", "C", "H", "H", "H", "H", "H", "H", "H", "H", "H", "H", "H", "H", "H", "H", "H", "H", "H", "H", "H", "H", "H", "H", "H", "H", "H", "H", "H", "H", "H", "H", "H", "H", "H", "H", "H", "H", "H", "H", "H", "H", "H"],
  "positions_angstrom": [[0.354, 0.095, -0.584], [-1.725, 0.269, 4.480], [1.567, 2.098, 0.560], [-0.680, 1.869, -2.042], [-2.074, -1.009, -1.066], [0.901, -2.323, 0.359], [0.678, -0.434, -2.957], [-1.032, -0.010, 1.673], [2.970, -0.355, -0.214], [0.618, 0.794, -3.786], [2.969, -1.229, 0.953], [-0.941, -0.816, 4.065], [3.580, 0.956, -0.025], [0.337, -3.260, -0.552], [-0.194, -0.400, 2.815], [-2.013, -1.039, 1.325], [-0.602, 1.608, -3.422], [-2.816, -0.692, 0.101], [-2.872, -0.991, -2.233], [-1.769, 2.716, -1.745], [0.908, 2.965, 1.460], [2.288, -2.521, 0.607], [0.619, 0.507, -5.291], [2.889, 1.823, 0.986], [-2.369, 0.035, 5.709], [1.527, 1.354, -3.545], [-0.641, 2.551, -3.983], [-3.287, 0.006, -2.423], [-1.500, -1.983, 1.125], [0.426, 0.461, 3.076], [3.371, -0.829, -1.011], [-2.236, -1.251, -3.077], [-3.753, -1.263, 0.120], [-1.719, 2.956, -0.686], [-1.511, 1.065, -3.747], [-1.570, -1.704, 3.889], [-0.401, -3.875, -0.033], [3.428, 2.770, 1.087], [-1.654, -0.237, 6.498], [-0.216, -1.118, 4.836], [0.930, 2.571, 2.480], [2.414, -0.750, 1.757], [-0.159, -2.727, -1.363], [1.345, 3.968, 1.428], [1.097, -3.917, -0.974], [-0.132, 3.040, 1.144], [0.675, 1.431, -5.867], [-2.725, 2.221, -1.960], [-3.097, 0.373, 0.105], [3.616, 1.467, -0.991], [2.858, 1.338, 1.971], [-2.717, -1.281, 2.133], [-1.723, 3.636, -2.336], [-3.109, -0.772, 5.630], [1.469, -0.123, -5.549], [-0.294, -0.019, -5.582], [-3.691, -1.711, -2.154], [4.643, 0.863, 0.257], [3.975, -1.472, 1.324], [2.409, -3.265, 1.406], [2.788, -2.966, -0.264], [-2.868, 0.949, 6.022], [1.576, -0.880, -3.111], [0.455, -1.220, 2.512], [-0.008, -1.105, -3.295], [-1.578, 0.793, 1.978]],
  "mulliken_charge": [0.520, -0.266, -0.009, 0.027, 0.229, -0.038, -0.268, 0.312, 0.026, 0.234, -0.329, -0.939, -1.127, -0.778, -0.084, -0.819, -0.881, -0.821, -0.924, -0.774, -0.777, -1.087, -1.603, -0.503, -0.818, 0.232, 0.490, 0.242, 0.201, 0.010, 0.244, 0.207, 0.503, 0.130, 0.344, 0.364, 0.278, 0.425, 0.331, 0.550, 0.375, 0.076, 0.095, 0.308, 0.473, 0.067, 0.445, 0.257, 0.295, 0.364, 0.421, 0.526, 0.324, 0.318, 0.396, 0.352, 0.372, 0.403, 0.370, 0.297, 0.678, 0.247, 0.231, -0.179, 0.090, 0.343]
}

=====

Record 2
{
  "formula": "C4H4N2O2",
  "method": "ωB97M-V/def2-TZVPD",
  "orbital_gap_ev": 8.5779,
  "e_homo_ev": -9.61,
  "lumo_ha": -0.0378,
  "de_lowest_ev": 6.436,
  "total_energy_ha": -414.609661,
  "smiles": "C#CC(=O)N(N)C=O",
  "species": ["O", "O", "N", "N", "C", "C", "C", "C", "H", "H", "H", "H"],
  "positions_angstrom": [[-0.057, 1.998, -0.152], [0.775, -1.711, -0.306], [-1.944, -0.803, 0.062], [-0.838, 0.014, 0.066], [0.543, -0.458, 0.207], [1.714, 0.189, 0.236], [-1.002, 1.269, -0.127], [2.992, 0.250, -0.012], [-1.993, 1.662, 0.059], [4.080, 0.338, -0.098], [-2.093, -1.279, -0.827], [-2.177, -1.470, 0.893]],
  "mulliken_charge": [-0.540, -0.509, -0.833, 0.371, 0.302, -0.058, 0.238, -0.232, 0.368, 0.392, 0.237, 0.264]
}

=====

Record 3
{
  "formula": "C39H55N9O13",
  "method": "ωB97M-V/def2-TZVPD",
  "orbital_gap_ev": 7.1409,
  "e_homo_ev": -8.98,
  "lumo_ha": -0.0677,
  "de_lowest_ev": 21.608,
  "total_energy_ha": -2988.841066,
  "smiles": "O=[N+]([O-])c1ccccc1.O=[N+]([O-])c1ccccc1.O=[N+]([O-])c1ccccc1.O=[N+]([O-])c1ccccc1.CN(C)C=O.CN(C)C=O.CN(C)C=O.CN(C)C=O.CN(C)C=O",
  "species": ["O", "O", "O", "O", "O", "O", "O", "O", "O", "O", "O", "O", "O", "N", "N", "N", "N", "N", "N", "N", "N", "N", "C", "C", "C", "C", "C", "C", "C", "C", "C", "C", "C", "C", "C", "C", "C", "C", "C", "C", "C", "C", "C", "C", "C", "C", "C", "C", "C", "C", "C", "C", "C", "C", "C", "C", "C", "C", "C", "C", "C", "H", "H", "H", "H", "H", "H", "H", "H", "H", "H", "H", "H", "H", "H", "H", "H", "H", "H", "H", "H", "H", "H", "H", "H", "H", "H", "H", "H", "H", "H", "H", "H", "H", "H", "H", "H", "H", "H", "H", "H", "H", "H", "H", "H", "H", "H", "H", "H", "H", "H", "H", "H", "H", "H", "H"],
  "positions_angstrom": [[3.364, 0.855, -3.003], [7.388, 2.234, 2.418], [0.416, 2.458, -3.661], [-4.903, -1.116, 8.887], [-3.564, 0.484, 8.123], [4.414, -3.610, -0.064], [6.320, 4.140, 2.735], [-3.554, 0.217, -8.775], [0.461, -2.215, 2.946], [-6.621, -1.848, -3.002], [-5.151, 3.478, 1.551], [-1.576, -1.280, 2.691], [-1.318, 3.493, -2.876], [-3.843, -0.745, 8.210], [-5.865, 1.897, 0.066], [5.483, 0.549, -2.280], [4.343, -3.931, 2.183], [-0.523, -1.674, 2.247], [-0.096, 3.318, -2.955], [-5.190, -2.382, -1.392], [6.286, 2.872, 2.582], [-2.563, 0.568, -6.857], [2.447, 4.166, -2.669], [-1.039, -0.113, -1.412], [-1.987, -1.531, 6.606], [-3.619, -0.114, -6.153], [4.725, 0.897, 2.250], [-1.185, -2.493, 5.879], [2.971, 5.883, -0.782], [-1.613, -3.958, 6.028], [5.980, 1.311, -3.417], [6.369, -0.061, -1.481], [-0.038, -0.669, -2.142], [3.118, -4.665, 2.393], [-3.208, -1.807, 7.422], [5.002, 2.338, 2.213], [4.137, 0.382, -2.233], [-2.760, -4.267, 6.828], [-0.215, -1.258, 0.851], [-5.437, 1.170, -1.061], [-6.435, -2.009, -1.806], [3.421, 4.993, -1.734], [0.852, 4.193, -2.267], [3.334, 0.356, 1.828], [-4.876, -2.308, 0.038], [2.632, 2.644, 0.883], [2.342, 1.299, 1.012], [1.013, -1.655, -1.519], [0.391, 5.231, -1.158], [-5.068, 2.876, 0.475], [-3.538, -3.330, 7.674], [3.982, 3.273, 1.362], [-4.109, -2.684, -2.321], [-1.386, 0.909, -5.983], [0.913, -1.957, 0.010], [4.949, -3.544, 1.032], [-2.628, 0.688, -8.187], [1.507, 6.133, -0.462], [-6.839, 1.277, 0.945], [-1.228, -0.423, 0.064], [5.137, -3.602, 3.436], [1.886, -1.746, -2.206], [5.950, -0.950, -1.096], [-0.862, 5.348, -1.024], [1.780, -2.459, 0.359], [2.652, -4.709, 3.396], [-3.341, -1.273, -6.050], [5.485, 0.246, 2.485], [4.366, -3.107, 4.182], [-1.573, -0.527, 6.726], [-3.577, -1.750, -2.422], [-6.407, 0.332, 1.626], [5.584, -4.518, 4.004], [7.026, 1.669, -3.252], [-4.871, -3.246, 0.676], [2.951, -0.764, 2.091], [-3.098, -5.203, 7.000], [-1.819, 1.157, -8.805], [-3.919, -1.858, 0.168], [-1.874, 0.611, -1.897], [-1.355, 0.483, -5.052], [2.551, 3.427, -3.331], [-7.247, -1.840, -1.202], [-1.181, 2.067, -5.740], [-7.249, 1.753, 1.720], [5.392, 2.122, -3.746], [-3.587, 0.276, -5.133], [-4.258, 2.965, -0.209], [-4.553, -3.761, 7.949], [-0.213, -2.373, 5.471], [-4.427, 0.541, -0.792], [1.490, 0.897, 0.865], [-5.485, -1.545, 0.391], [0.109, -0.196, -3.098], [-3.174, -3.339, -1.755], [-2.079, -0.109, 0.679], [5.732, -2.911, 1.105], [-0.536, 0.432, -6.488], [2.422, -4.523, 1.471], [1.021, 6.987, 0.014], [3.826, -0.307, -1.555], [1.904, 3.192, 0.297], [-1.197, -4.818, 5.569], [-7.806, 0.853, 0.374], [6.260, 0.850, -4.515], [-4.883, 1.858, -1.723], [3.508, -5.603, 2.251], [-4.585, -0.111, -6.749], [-4.573, -3.233, -3.113], [4.445, 4.661, -1.995], [-6.171, 0.606, -1.556], [3.793, 6.582, -0.498], [4.228, 4.363, 1.131], [5.964, -2.913, 3.415], [7.200, -0.389, -2.107], [6.652, 0.472, -0.519]],
  "mulliken_charge": [-0.643, -0.518, -0.552, -0.527, -0.522, -0.610, -0.520, -0.567, -0.528, -0.603, -0.615, -0.583, -0.607, 0.797, 0.155, 0.199, 0.192, 1.074, 1.059, 0.137, 0.782, 0.221, -0.558, 0.247, -0.397, -0.826, -0.746, -0.398, -0.391, -0.486, -1.015, -0.944, -0.459, -1.018, 0.143, -0.081, 0.000, -0.334, -0.335, -1.126, -0.205, -0.237, 0.074, -0.107, -0.408, -0.319, -0.241, -0.927, -0.271, 0.051, -0.390, -0.211, -0.720, -0.621, -0.102, -0.067, 0.099, -0.586, -0.810, -0.536, -0.926, 0.500, 0.294, 0.251, 0.418, 0.341, 0.227, 0.656, 0.281, 0.368, 0.164, 0.153, 0.300, 0.466, 0.281, 0.080, 0.440, 0.343, 0.019, 0.230, -0.024, 0.630, 0.670, 0.187, 0.426, 0.260, 0.246, 0.416, 0.304, 0.591, 0.213, 0.442, 0.129, 0.198, 0.210, 0.706, 0.466, 0.395, 0.202, 0.438, 0.504, 0.304, 0.408, 0.264, 0.275, 0.452, 0.531, 0.325, 0.405, 0.308, 0.378, 0.444, 0.466, 0.346, 0.472, 0.164]
}

=====

Record 4
{
  "formula": "C42H49FeN7S2",
  "method": "ωB97M-V/def2-TZVPD",
  "orbital_gap_ev": [5.7998, 5.5264],
  "e_homo_ev": [-4.10, -4.07],
  "lumo_ha": [0.0626, 0.0537],
  "multiplicity": 6,
  "total_energy_ha": -4073.434270,
  "charge": -1,
  "species": ["Fe", "S", "S", "N", "N", "N", "N", "N", "N", "N", "C", "C", "C", "C", "C", "C", "C", "C", "C", "C", "C", "C", "C", "C", "C", "C", "C", "C", "C", "C", "C", "C", "C", "C", "C", "C", "C", "C", "C", "C", "C", "C", "C", "C", "C", "C", "C", "C", "C", "C", "C", "C", "H", "H", "H", "H", "H", "H", "H", "H", "H", "H", "H", "H", "H", "H", "H", "H", "H", "H", "H", "H", "H", "H", "H", "H", "H", "H", "H", "H", "H", "H", "H", "H", "H", "H", "H", "H", "H", "H", "H", "H", "H", "H", "H", "H", "H", "H", "H", "H", "H"],
  "positions_angstrom": [[0.262, -0.244, 0.194], [0.740, 2.145, -0.581], [-1.358, -3.172, 3.317], [-1.145, 2.065, -2.485], [-0.530, 4.192, -1.626], [1.726, 0.302, 1.550], [-1.192, 0.563, 1.430], [-0.014, -2.054, 1.138], [-1.168, -0.641, -1.225], [1.749, -0.890, -1.107], [3.082, -0.885, -0.872], [0.307, -1.432, -3.000], [3.728, 0.496, 2.645], [-2.355, -1.756, -4.574], [-0.937, -1.118, -2.473], [-2.386, -3.285, -4.623], [-2.455, 1.726, 4.730], [-1.405, 4.773, -2.433], [3.686, -0.449, 0.307], [-2.196, -1.227, -3.185], [2.583, 0.342, 5.924], [2.858, -3.699, -4.415], [-2.496, -0.421, -1.101], [1.547, -1.325, -2.372], [1.499, 0.819, 2.781], [-1.503, 6.270, -2.341], [-0.578, -2.530, 2.051], [5.265, -1.460, -2.191], [-5.387, -1.907, -1.907], [3.060, 0.088, 1.426], [-4.643, -0.736, -2.554], [-5.289, -0.343, 2.816], [3.778, -1.366, -2.046], [-2.272, 1.309, 3.306], [2.758, 0.950, 3.488], [5.194, 0.359, 2.911], [-2.211, 4.037, -3.296], [2.902, 1.431, 4.896], [-4.712, 1.045, 2.532], [5.586, -1.058, 3.335], [-2.410, 0.532, 5.687], [0.250, 1.152, 3.304], [5.903, -0.116, -2.544], [-2.023, 2.664, -3.269], [-0.989, 1.015, 2.689], [-3.224, 1.018, 2.379], [-3.126, 0.117, 0.019], [-2.522, 0.545, 1.197], [-3.165, -0.798, -2.330], [-0.427, 2.848, -1.658], [2.824, -1.633, -2.983], [3.019, -2.179, -4.362], [3.292, -0.483, 5.845], [3.602, -4.186, -3.782], [-4.204, 0.209, -0.031], [-3.274, -1.356, -5.012], [-1.541, -1.387, -5.204], [4.766, -0.525, 0.353], [-4.847, -0.721, -3.628], [-0.504, 6.699, -2.287], [0.246, 1.540, 4.315], [5.688, 0.629, -1.777], [-5.053, -1.033, 2.005], [-1.479, -3.701, -4.182], [6.986, -0.204, -2.648], [5.498, 0.265, -3.483], [-5.214, -1.928, -0.831], [4.009, -1.899, -4.729], [-6.463, -1.840, -2.081], [-2.607, 2.013, -3.915], [0.316, -1.788, -4.023], [5.489, 1.069, 3.687], [5.702, -1.844, -1.264], [-2.469, -3.652, -5.648], [1.875, -3.994, -4.044], [-1.681, 2.448, 5.004], [-6.374, -0.308, 2.937], [-2.932, 4.504, -3.953], [6.656, -1.132, 3.537], [5.510, -2.197, -2.961], [1.588, -0.070, 5.755], [-1.491, -0.039, 5.549], [-4.982, 1.731, 3.340], [3.920, 1.797, 5.053], [2.307, -1.712, -5.047], [-5.031, -2.857, -2.309], [5.756, 0.641, 2.016], [-2.470, 0.853, 6.730], [-4.853, -0.764, 3.723], [-3.238, -0.150, 5.489], [-3.408, 2.252, 4.838], [2.626, 0.733, 6.943], [-3.231, -3.671, -4.050], [5.332, -1.778, 2.555], [-2.042, 6.695, -3.188], [2.971, -4.080, -5.432], [-5.168, 1.454, 1.626], [-2.025, 6.547, -1.423], [2.248, 2.291, 5.061], [5.044, -1.354, 4.234], [-5.034, 0.207, -2.161]],
  "mulliken_charge": [-0.298, -0.503, -0.498, -0.042, -0.554, 0.841, 0.909, -0.458, 0.595, 0.636, -0.391, -0.921, 0.600, -1.234, 0.192, -1.139, -1.214, 0.920, -0.856, 0.818, -0.991, -1.142, -0.227, -0.362, -0.262, -1.245, 0.457, -1.195, -1.032, 0.068, -1.210, -0.921, 0.901, 0.414, 0.754, -1.242, -1.057, -1.295, -1.239, -1.060, -0.938, -0.652, -1.163, 0.015, -0.078, 0.557, -0.769, -0.519, 0.682, 0.304, 0.895, -1.241, 0.242, 0.309, 0.413, 0.494, 0.415, 0.290, 0.397, 0.330, 0.280, 0.286, 0.186, 0.245, 0.380, 0.313, 0.155, 0.420, 0.405, 0.381, 0.316, 0.398, 0.419, 0.395, 0.248, 0.405, 0.383, 0.324, 0.393, 0.422, 0.216, 0.195, 0.366, 0.374, 0.438, 0.249, 0.406, 0.383, 0.203, 0.200, 0.441, 0.374, 0.249, 0.259, 0.339, 0.385, 0.400, 0.252, 0.413, 0.231, 0.371]
}